{
  "formula": "C18H18CoN7O4S3",
  "method": "ωB97M-V with the def2-TZVPD basis set",
  "species": ["Co", "C", "S", "C", "S", "N", "N", "C", "C", "C", "C", "C", "C", "N", "H", "H", "H", "H", "H", "H", "H", "H", "O", "S", "O", "O", "O", "N", "C", "C", "C", "C", "C", "C", "C", "N", "C", "C", "N", "C", "H", "H", "H", "H", "H", "H", "H", "N", "H", "H", "H"],
  "coordinates": [[-1.026, -1.360, 1.075], [-4.795, -1.018, -2.884], [-4.008, 0.495, -2.310], [-2.840, -0.122, -1.102], [-2.147, -1.658, -1.251], [-2.601, 0.830, -0.227], [-1.726, 0.476, 0.755], [-1.333, 1.411, 1.534], [-0.495, 1.072, 2.685], [0.004, 2.049, 3.541], [0.748, 1.650, 4.640], [0.949, 0.297, 4.864], [0.410, -0.611, 3.961], [-0.269, -0.231, 2.890], [-5.356, -0.757, -3.781], [-5.469, -1.408, -2.125], [-4.042, -1.765, -3.126], [-1.671, 2.433, 1.384], [-0.201, 3.094, 3.350], [1.149, 2.387, 5.324], [1.491, -0.057, 5.730], [0.481, -1.683, 4.111], [-4.036, -2.818, 3.680], [-2.806, -2.967, 2.928], [-2.813, -4.114, 2.004], [-2.626, -1.687, 2.083], [-1.601, -3.044, 3.811], [3.672, 3.926, -6.725], [3.373, 3.307, -5.803], [3.006, 2.539, -4.648], [3.952, 1.724, -4.030], [3.602, 0.983, -2.917], [2.311, 1.066, -2.408], [1.364, 1.883, -3.018], [1.710, 2.609, -4.142], [1.956, 0.318, -1.266], [2.776, -0.055, -0.215], [1.977, -0.723, 0.655], [0.696, -0.779, 0.160], [0.712, -0.149, -0.985], [4.953, 1.663, -4.432], [4.322, 0.323, -2.455], [0.365, 1.958, -2.611], [0.978, 3.244, -4.621], [3.814, 0.223, -0.172], [2.227, -1.153, 1.610], [-0.141, -0.065, -1.642], [-0.277, -3.173, 1.448], [-0.441, -3.324, 2.461], [0.669, -3.413, 1.179], [-0.947, -3.825, 1.035]],
  "e_lumo_ev": [1.328, 1.328],
  "de_lowest_ev": 0.299,
  "spin_multiplicity": 2,
  "total_charge": -1,
  "total_energy_ev": -107714.7584,
  "s2": 0.7574
}

=====

{
  "formula": "C18H18F18N6O18S6Zn3",
  "method": "ωB97M-V with the def2-TZVPD basis set",
  "species": ["Zn", "Zn", "Zn", "C", "F", "F", "F", "S", "O", "O", "O", "C", "F", "F", "F", "S", "O", "O", "O", "C", "F", "F", "F", "S", "O", "O", "O", "C", "F", "F", "F", "S", "O", "O", "O", "C", "F", "F", "F", "S", "O", "O", "O", "C", "F", "F", "F", "S", "O", "O", "O", "C", "C", "N", "H", "H", "H", "C", "C", "N", "H", "H", "H", "C", "C", "N", "H", "H", "H", "C", "C", "N", "H", "H", "H", "C", "C", "N", "H", "H", "H", "C", "C", "N", "H", "H", "H"],
  "coordinates": [[0.003, -3.105, -2.009], [-2.361, 1.219, -2.930], [-2.952, -0.988, 1.284], [-4.788, -2.718, -2.674], [-5.640, -1.775, -3.018], [-5.313, -3.247, -1.527], [-4.607, -3.697, -3.625], [-3.127, -1.820, -2.098], [-3.256, -1.431, -0.683], [-1.967, -2.753, -2.267], [-3.052, -0.645, -2.996], [-1.619, 1.500, 5.014], [-0.597, 0.671, 5.354], [-2.025, 2.063, 6.135], [-1.310, 2.372, 4.142], [-3.112, 0.452, 4.409], [-4.338, 1.256, 4.376], [-2.776, -0.137, 3.055], [-3.135, -0.660, 5.425], [-6.262, 1.675, -0.515], [-6.941, 2.521, 0.375], [-6.696, 0.435, -0.241], [-6.449, 2.032, -1.769], [-4.314, 1.756, -0.126], [-4.044, 0.646, 0.812], [-3.622, 1.493, -1.456], [-3.914, 3.079, 0.443], [0.431, -2.544, 3.589], [0.630, -1.350, 3.173], [1.362, -3.354, 2.965], [0.517, -2.437, 4.917], [-1.316, -3.206, 3.139], [-1.161, -4.632, 3.003], [-2.222, -2.867, 4.229], [-1.689, -2.553, 1.849], [1.237, 0.883, 0.174], [1.738, 0.246, 1.208], [0.938, 2.116, 0.610], [2.101, 1.024, -0.809], [-0.337, -0.051, -0.417], [-0.044, -1.403, -0.915], [-1.332, -0.122, 0.614], [-0.833, 0.767, -1.559], [4.650, -2.869, -1.914], [4.381, -1.931, -2.859], [5.787, -3.442, -2.234], [4.826, -2.321, -0.727], [3.192, -4.115, -1.831], [3.257, -4.854, -3.105], [3.409, -4.960, -0.744], [1.967, -3.357, -1.706], [4.284, 1.502, -2.873], [2.920, 2.098, -3.122], [1.871, 2.593, -3.278], [4.539, 0.643, -3.494], [4.251, 1.014, -1.899], [5.179, 2.115, -2.984], [0.248, -6.571, 0.929], [0.009, -5.235, 0.323], [-0.249, -4.211, -0.171], [-0.661, -7.165, 0.833], [0.390, -6.588, 2.010], [1.088, -6.994, 0.378], [0.869, 1.465, -6.299], [-0.125, 1.049, -5.310], [-0.927, 0.744, -4.508], [1.775, 1.546, -5.699], [0.450, 2.304, -6.856], [1.168, 0.652, -6.961], [2.872, 4.389, -0.374], [3.817, 4.849, -1.414], [4.555, 5.207, -2.197], [3.237, 3.574, 0.252], [1.927, 4.234, -0.894], [2.633, 5.268, 0.224], [-1.191, 4.260, 1.542], [-0.353, 5.258, 0.784], [0.231, 6.095, 0.235], [-2.263, 4.416, 1.428], [-1.020, 4.467, 2.599], [-0.809, 3.252, 1.378], [4.358, 2.122, 3.182], [4.378, 1.399, 4.463], [4.321, 0.820, 5.491], [3.504, 2.782, 3.338], [4.121, 1.284, 2.526], [5.334, 2.498, 2.876]],
  "e_lumo_ev": -2.823,
  "spin_multiplicity": 1,
  "total_charge": 0,
  "total_energy_ev": -323930.6297
}

=====

{
  "formula": "C18H18F3N2O3PtSe",
  "method": "ωB97M-V with the def2-TZVPD basis set",
  "species": ["Pt", "F", "C", "F", "F", "C", "O", "O", "Se", "C", "C", "C", "N", "C", "C", "H", "H", "H", "H", "C", "C", "C", "C", "C", "C", "H", "H", "H", "H", "H", "H", "H", "H", "H", "O", "N", "C", "C", "C", "C", "C", "H", "H", "H", "H", "H"],
  "coordinates": [[0.375, 0.140, 0.251], [4.757, -1.528, 2.157], [4.470, -0.938, 0.995], [4.836, -1.771, 0.014], [5.233, 0.166, 0.900], [2.981, -0.546, 0.893], [2.331, -0.409, 1.933], [2.540, -0.352, -0.278], [1.058, 2.299, 0.270], [-0.396, 3.543, 0.343], [-1.241, 3.615, 1.436], [-2.186, 4.629, 1.462], [-2.345, 5.522, 0.487], [-1.532, 5.428, -0.560], [-0.531, 4.469, -0.676], [-1.173, 2.899, 2.244], [-2.854, 4.724, 2.312], [-1.676, 6.159, -1.348], [0.115, 4.453, -1.544], [-4.571, 0.137, -1.550], [-4.145, 0.913, -0.296], [-4.408, 2.409, -0.513], [-4.961, 0.424, 0.908], [-2.707, 0.691, -0.053], [-1.512, 0.543, 0.062], [-5.626, 0.322, -1.766], [-4.431, -0.936, -1.405], [-3.978, 0.445, -2.412], [-5.466, 2.573, -0.732], [-3.815, 2.795, -1.344], [-4.151, 2.978, 0.377], [-6.028, 0.571, 0.723], [-4.687, 0.975, 1.809], [-4.784, -0.638, 1.091], [0.011, -1.893, 0.187], [-1.236, -2.320, 0.377], [-1.935, -2.744, -0.678], [-3.209, -3.247, -0.502], [-3.753, -3.292, 0.768], [-3.008, -2.824, 1.837], [-1.738, -2.332, 1.616], [-1.422, -2.655, -1.624], [-3.761, -3.590, -1.365], [-4.751, -3.678, 0.924], [-3.399, -2.829, 2.844], [-1.078, -1.938, 2.373]],
  "e_lumo_ev": [-0.845, -2.365],
  "de_lowest_ev": 0.000,
  "spin_multiplicity": 2,
  "total_charge": 0,
  "total_energy_ev": -104823.1367,
  "s2": 0.7567
}

=====

{
  "formula": "C18H18F6N5O10PtSSbSe",
  "method": "ωB97M-V with the def2-TZVPD basis set",
  "species": ["Pt", "O", "N", "O", "C", "C", "C", "C", "C", "C", "N", "C", "C", "N", "C", "C", "C", "C", "H", "H", "H", "H", "H", "H", "H", "F", "Sb", "F", "F", "F", "F", "F", "O", "Se", "O", "O", "O", "C", "S", "O", "O", "O", "H", "H", "H", "N", "C", "N", "C", "C", "O", "C", "C", "H", "H", "H", "H", "H", "H", "H", "H"],
  "coordinates": [[0.968, 1.819, -0.222], [-0.796, 0.453, -6.661], [-1.735, 0.501, -5.867], [-2.962, 0.678, -6.255], [-1.598, 0.329, -4.464], [-2.726, 0.316, -3.608], [-2.540, 0.721, -2.241], [-3.532, 0.637, -1.244], [-3.249, 1.059, 0.014], [-2.012, 1.540, 0.393], [-1.037, 1.635, -0.592], [-1.274, 1.123, -1.857], [-0.101, 0.854, -2.622], [1.089, 0.889, -1.986], [2.148, 0.371, -2.637], [2.034, -0.381, -3.821], [0.828, -0.304, -4.501], [-0.248, 0.356, -3.915], [-3.724, 0.144, -3.984], [-4.544, 0.368, -1.567], [-4.033, 1.113, 0.761], [-1.777, 1.931, 1.425], [3.148, 0.669, -2.180], [2.910, -0.883, -4.222], [0.734, -0.686, -5.538], [-0.523, -1.651, -1.436], [0.297, -3.221, -2.136], [-0.104, -2.586, -3.899], [-1.510, -3.945, -2.198], [1.227, -4.749, -2.783], [-0.296, -3.865, 2.221], [2.011, -2.391, -1.875], [2.549, 3.044, 3.116], [3.936, 2.606, -0.159], [2.362, 3.399, -0.809], [2.917, 1.217, 0.699], [4.727, 1.849, -1.391], [-2.012, -2.696, 0.895], [-0.254, -2.856, 0.954], [-0.008, 3.628, 1.781], [0.422, -1.625, 1.215], [0.208, -3.843, -0.097], [-2.335, -2.293, 1.833], [-2.320, -3.697, 0.692], [-2.357, -1.952, 0.115], [0.719, 2.686, 1.625], [1.661, 2.257, 2.845], [1.317, 1.071, 3.483], [-0.016, 0.490, 3.532], [-0.476, 0.340, 5.019], [0.437, -0.523, 5.749], [1.751, 0.206, 5.825], [2.393, 0.493, 4.457], [-0.022, -0.547, 3.113], [-0.806, 1.065, 3.052], [-1.437, -0.165, 4.996], [-0.596, 1.327, 5.506], [2.440, -0.428, 6.438], [1.640, 1.145, 6.375], [2.924, -0.361, 4.051], [3.161, 1.322, 4.590]],
  "e_lumo_ev": [-4.526, -7.357],
  "de_lowest_ev": 0.000,
  "spin_multiplicity": 6,
  "total_charge": 1,
  "total_energy_ev": -149135.1148,
  "s2": 8.8435
}

=====

{
  "formula": "C18H18FN3O",
  "method": "ωB97M-V with the def2-TZVPD basis set",
  "species": ["O", "C", "C", "C", "C", "C", "C", "C", "C", "F", "C", "N", "C", "C", "N", "C", "C", "C", "C", "C", "N", "C", "C", "H", "H", "H", "H", "H", "H", "H", "H", "H", "H", "H", "H", "H", "H", "H", "H", "H", "H"],
  "coordinates": [[0.312, 3.282, -0.675], [0.372, 2.117, -0.319], [1.645, 1.567, 0.218], [2.300, 0.551, -0.346], [3.616, 0.055, 0.033], [4.265, 0.442, 1.207], [5.513, -0.056, 1.525], [6.152, -0.952, 0.683], [5.503, -1.335, -0.476], [6.108, -2.210, -1.306], [4.253, -0.855, -0.811], [-0.677, 1.267, -0.444], [-1.923, 1.763, -0.992], [-2.990, 1.838, 0.109], [-3.148, 0.544, 0.732], [-4.063, -0.386, 0.311], [-5.255, -0.042, -0.352], [-6.150, -1.040, -0.667], [-5.863, -2.357, -0.326], [-4.670, -2.597, 0.328], [-3.797, -1.655, 0.634], [-1.901, 0.082, 1.300], [-0.812, -0.011, 0.219], [2.089, 2.167, 0.999], [1.844, 0.039, -1.185], [3.785, 1.133, 1.882], [5.999, 0.254, 2.438], [7.128, -1.350, 0.913], [3.787, -1.182, -1.728], [-1.732, 2.750, -1.415], [-2.258, 1.079, -1.780], [-3.930, 2.195, -0.306], [-2.662, 2.547, 0.877], [-5.485, 0.980, -0.605], [-7.071, -0.796, -1.176], [-6.543, -3.160, -0.561], [-4.382, -3.598, 0.626], [-1.591, 0.796, 2.070], [-2.070, -0.898, 1.745], [-1.110, -0.766, -0.517], [0.135, -0.302, 0.669]],
  "e_lumo_ev": 0.178,
  "de_lowest_ev": 0.025,
  "spin_multiplicity": 1,
  "total_charge": 0,
  "smiles": "O=C(/C=C/c1cccc(F)c1)N1CCN(c2ccccn2)CC1",
  "total_energy_ev": -28193.4209
}